Entry 1:
This record from the OMol25 dataset describes a cluster of 2 separate species, C5H6FN2O2 in total. The level of theory is the ωB97M-V functional and the def2-TZVPD basis.

```
16
Properties=species:S:1:pos:R:3:forces:R:3:lowdin_charge:R:1
C -1.065840 3.391535 0.158651 0.0 -1.2 -2.1 0.234
C -0.061414 1.144540 0.011785 0.0 -2.9 1.2 0.053
C 0.056420 -0.020847 -0.719765 -0.3 0.5 2.4 0.010
C -0.613657 2.298488 -0.519458 -0.3 1.2 0.0 -0.319
C 0.061743 -1.286869 -0.138102 0.7 -0.4 -1.1 0.011
N -3.701008 -2.350173 0.498434 -1.8 1.6 1.2 -0.111
N -0.042308 -2.437802 0.018436 1.2 0.1 1.2 0.313
O -2.702316 -2.786863 -0.248855 2.7 1.1 1.9 -0.020
O -3.428730 -1.438797 1.246215 0.3 -1.8 -1.3 0.001
F -0.816272 2.062711 -1.842867 -0.5 1.5 0.2 0.067
H -1.654938 3.994257 -0.530306 0.0 0.6 0.6 0.106
H -0.956390 3.634885 1.215901 0.1 -0.3 -0.4 0.110
H -0.005768 1.027511 1.073945 0.5 0.4 0.6 0.142
H -0.266700 -0.053429 -1.705105 -0.1 -0.1 -2.0 0.121
H 0.315039 -3.343180 0.378886 -0.4 0.9 -0.6 0.196
H -1.883484 -2.359002 0.271001 -2.2 -1.1 -1.8 0.087
```
Positions in Å, forces in eV/Å.

## Properties
**Spin multiplicity**: 1
**Charge**: +1
**Energy above the lowest of the compared OMol25 structures with the same formula, charge and spin**: 136.2 kcal per mole
**Orbital gap**: 7.5 eV

***

Entry 2:
This record from the OMol25 dataset describes a structure of composition C12H24O21Pt2Rb2S3. The level of theory is the ωB97M-V functional and the def2-TZVPD basis.

```
64
Properties=species:S:1:pos:R:3:forces:R:3:lowdin_charge:R:1
Pt -1.976885 1.620283 4.298807 0.2 0.4 0.6 1.283
Pt 1.853093 0.271475 1.929432 0.3 0.3 0.2 1.256
Rb -0.725600 -2.425401 4.867544 -0.2 0.6 0.1 0.981
Rb -4.465922 -1.904697 1.991531 0.3 0.4 0.3 0.988
S -0.843785 -0.597164 1.835058 1.4 0.3 -0.5 0.241
O -0.137632 0.221002 0.807827 -1.3 0.0 -0.6 -0.408
O -1.701200 -1.632217 1.273471 -0.1 -0.3 -0.1 -0.425
O 0.319508 -1.179686 2.591419 -0.5 -1.1 0.5 -0.570
O -1.637019 0.203620 2.775423 -0.7 -0.4 -0.8 -0.492
S -3.800308 -0.161412 5.382880 -2.3 -2.1 0.9 0.269
O -2.342849 0.048296 5.729073 0.5 -0.4 0.4 -0.521
O -4.058324 1.011311 4.443877 0.5 -0.2 -0.3 -0.475
O -3.974942 -1.502252 4.739820 1.1 0.8 -1.3 -0.549
O -4.699985 -0.202237 6.509381 0.6 1.3 0.1 -0.303
S 1.407834 1.982329 4.147286 0.5 -0.9 0.4 0.329
O -0.002823 2.088647 4.655955 -0.1 0.7 -0.4 -0.502
O 2.232767 2.811601 4.966919 0.1 0.3 -0.1 -0.277
O 1.783091 0.524693 4.180387 0.3 0.1 0.5 -0.445
O 1.551470 2.300580 2.673369 -0.8 0.2 0.0 -0.444
C 1.565005 -0.198069 -2.363337 -0.1 0.9 0.0 -0.047
C 2.968826 0.319829 -2.621232 0.3 -0.6 0.7 -0.163
O 3.292196 1.648140 -2.144187 -0.4 0.2 -0.7 0.068
C 3.181651 1.925923 -0.864694 0.3 0.3 0.3 -0.582
O 2.810254 1.143096 -0.014028 0.1 -0.3 0.0 0.003
O 3.591359 3.160948 -0.647897 0.0 -0.2 -0.1 0.036
C 3.508493 3.643896 0.709783 -0.2 0.2 0.1 -0.005
H 1.322637 -0.100440 -1.309340 0.0 -0.5 0.1 0.046
H 1.532480 -1.225656 -2.721443 -0.1 -0.1 0.2 0.088
H 0.793154 0.372680 -2.883854 0.2 0.0 -0.2 0.082
H 3.200188 0.333436 -3.680886 0.1 0.2 0.0 0.125
H 3.668709 -0.354712 -2.114693 0.0 0.0 -0.2 0.122
H 2.514791 4.057858 0.864103 0.0 -0.1 0.1 0.100
H 4.249882 4.429206 0.805135 0.1 0.0 -0.1 0.098
H 3.686221 2.859908 1.438542 0.0 -0.1 -0.1 0.079
C 0.162196 -3.960654 -0.821818 -0.4 -0.4 0.8 -0.042
C 0.992471 -3.111775 0.100554 -0.5 0.4 -0.4 -0.212
O 2.384442 -3.311379 -0.213127 0.2 -0.2 0.3 0.070
C 3.248859 -2.559545 0.442633 0.0 0.2 -0.9 -0.577
O 3.000868 -1.625487 1.169524 0.0 -0.2 0.4 0.028
O 4.481737 -2.919865 0.095642 -0.3 -0.2 0.1 0.028
C 5.501427 -2.045041 0.546117 0.9 0.8 0.0 -0.037
H -0.878746 -3.746443 -0.564547 0.0 0.2 -0.3 0.079
H 0.268974 -5.026696 -0.609343 0.3 0.0 -0.3 0.083
H 0.345304 -3.714436 -1.861969 0.0 -0.1 -0.1 0.082
H 0.814766 -3.308009 1.154932 0.1 -0.1 0.0 0.123
H 0.707128 -2.079461 -0.097772 0.3 0.2 0.2 0.094
H 6.440892 -2.358020 0.096160 -0.2 -0.3 0.0 0.098
H 5.622545 -2.030853 1.627851 -0.3 -0.2 0.0 0.103
H 5.327625 -1.019622 0.208114 -0.2 -0.1 0.1 0.096
C -5.663241 1.699164 -5.681886 -0.5 1.4 0.9 -0.068
C -5.085733 0.779810 -4.636119 0.0 -1.3 -0.8 -0.236
O -4.302002 1.555087 -3.737685 -0.1 0.2 0.2 0.041
C -3.421016 0.897879 -2.975516 -0.2 -0.1 -0.1 -0.607
O -3.196343 -0.283059 -3.033273 -0.1 -0.3 -0.1 0.113
O -2.855356 1.768013 -2.162510 -0.1 0.6 0.4 0.024
C -1.879623 1.269111 -1.229725 1.1 -0.5 -1.4 -0.022
H -6.317632 2.398988 -5.137320 0.0 -0.2 -0.2 0.082
H -6.294691 1.228795 -6.427945 0.2 -0.4 -0.1 0.077
H -4.940549 2.378517 -6.133755 0.3 -0.5 -0.2 0.080
H -4.487906 -0.041433 -5.046219 0.2 0.4 -0.1 0.121
H -5.891168 0.233483 -4.130807 0.0 0.4 0.4 0.127
H -0.910217 1.688157 -1.514925 -0.2 0.5 0.3 0.092
H -1.721978 0.217458 -1.464540 -0.4 -0.2 0.8 0.084
H -2.119381 1.532505 -0.212131 -0.3 -0.1 0.1 0.090
```
Positions in Å, forces in eV/Å.

## Properties
**Spin multiplicity**: 5
**Charge**: 0
**Energy above the lowest of the compared OMol25 structures with the same formula, charge and spin**: 0.0 kcal per mole
**Orbital gap (spin up / spin down)**: 7.5 / 7.6 eV

***

Entry 3:
This record from the OMol25 dataset describes a cluster of 11 separate species, C40H84O11 in total. The level of theory is the ωB97M-V functional and the def2-TZVPD basis.

```
135
Properties=species:S:1:pos:R:3:forces:R:3:lowdin_charge:R:1
C 4.618024 0.402990 -2.028878 -1.2 -0.1 0.1 -0.182
C 4.403417 0.152205 -3.522589 0.9 0.2 -0.3 -0.148
C 5.718725 -0.599012 -3.911249 -0.2 0.1 -0.1 -0.188
O 6.563577 -0.576918 -2.755770 -0.1 0.3 0.0 -0.145
C 6.118736 0.532772 -1.964423 -0.3 -0.6 -0.1 -0.200
H 4.209662 -0.453432 -1.473422 0.6 -0.2 0.0 0.115
H 4.022356 1.225283 -1.626146 0.4 0.4 -0.3 0.087
H 4.425135 1.087488 -4.086956 -0.4 0.1 0.2 0.107
H 3.484896 -0.376779 -3.745809 -0.1 -0.2 -0.1 0.101
H 6.245143 -0.093297 -4.730370 -0.2 0.1 0.0 0.113
H 5.553642 -1.628748 -4.231882 0.1 -0.1 0.3 0.112
H 6.395461 1.485980 -2.435679 0.3 0.0 0.2 0.129
H 6.530564 0.426421 -0.965612 0.2 0.1 0.0 0.119
C -3.079966 -0.232638 2.853953 -0.1 -0.5 0.0 -0.166
C -3.376877 0.329137 4.239360 -0.8 0.3 -0.4 -0.158
C -4.497723 -0.587383 4.703281 0.4 -0.4 0.9 -0.220
O -4.105615 -1.867699 4.246524 -0.2 -0.2 -0.6 -0.144
C -3.209421 -1.740583 3.112931 -0.2 -0.3 1.0 -0.171
H -2.107313 0.068450 2.468050 0.0 -0.1 -0.1 0.101
H -3.853071 0.070280 2.142995 0.1 0.1 0.0 0.094
H -3.723144 1.363410 4.211959 0.4 0.1 0.1 0.110
H -2.517609 0.186486 4.892228 0.0 0.2 0.1 0.117
H -5.516974 -0.345005 4.382747 0.2 0.3 -0.4 0.120
H -4.529781 -0.650155 5.796454 -0.1 0.1 -0.1 0.119
H -3.619412 -2.334727 2.295451 0.0 0.2 -0.1 0.094
H -2.296912 -2.225578 3.478721 0.3 0.3 -0.5 0.115
C 1.293020 -0.000959 0.742108 -0.6 0.2 -0.7 -0.161
C 1.188960 1.474480 1.112177 -0.3 -0.2 0.1 -0.151
C 1.868793 2.117428 -0.089196 -0.2 0.0 1.2 -0.184
O 1.459540 1.311844 -1.184570 0.3 0.3 -0.7 -0.172
C 0.953751 0.056738 -0.751503 -0.1 -0.3 0.8 -0.163
H 0.574033 -0.615881 1.277938 0.2 -0.2 0.2 0.112
H 2.309284 -0.375795 0.874845 -0.4 0.2 -0.3 0.079
H 1.610557 1.700339 2.091947 -0.1 0.1 -0.3 0.088
H 0.131635 1.752805 1.136629 0.0 0.1 0.0 0.095
H 2.952516 2.091145 0.087024 0.1 -0.1 -0.4 0.111
H 1.570580 3.154239 -0.232490 0.0 0.0 -0.3 0.117
H 1.401716 -0.778817 -1.292906 0.1 0.2 -0.2 0.120
H -0.131976 0.029345 -0.902158 0.0 0.0 -0.1 0.120
C 3.146357 -1.397596 2.967932 0.4 -0.5 -0.9 -0.153
C 2.541472 -1.252221 4.344364 0.2 0.2 1.4 -0.158
C 1.476038 -2.342378 4.381144 -0.2 -0.3 -0.3 -0.184
O 1.150100 -2.614849 3.018947 -0.3 0.1 -0.2 -0.162
C 2.385436 -2.595166 2.332512 0.5 0.4 -0.2 -0.206
H 4.231328 -1.501757 2.939596 0.0 -0.2 0.2 0.118
H 2.919369 -0.559905 2.305817 0.2 0.1 0.9 0.054
H 2.188408 -0.243537 4.571308 -0.4 -0.1 -0.4 0.103
H 3.225939 -1.426982 5.183792 0.3 -0.2 -0.4 0.112
H 0.559173 -2.087830 4.905488 0.0 0.0 0.0 0.119
H 1.892635 -3.269714 4.795365 0.0 0.1 0.2 0.124
H 2.253275 -2.374868 1.269436 -0.5 -0.2 0.1 0.103
H 2.863146 -3.583534 2.360658 0.2 0.2 0.5 0.124
C 0.043767 -3.651326 -4.710563 0.8 -0.3 1.2 -0.160
C -1.134288 -2.690967 -4.538381 -0.3 0.0 0.6 -0.144
C -2.368371 -3.600313 -4.613784 -0.9 -0.3 0.1 -0.212
O -1.910574 -4.850521 -5.071443 0.1 -0.7 -0.9 -0.137
C -0.618729 -5.007939 -4.517844 -0.1 -0.1 0.2 -0.208
H 0.754422 -3.537926 -3.880267 0.0 0.2 -0.2 0.106
H 0.641374 -3.575041 -5.615757 -0.4 0.1 -0.3 0.107
H -1.150793 -1.890114 -5.270853 0.0 0.1 0.0 0.105
H -1.129893 -2.279251 -3.527724 0.2 0.3 -0.1 0.101
H -3.173735 -3.218058 -5.245203 0.3 -0.1 -0.5 0.118
H -2.894549 -3.834136 -3.677340 0.5 0.7 0.4 0.104
H -0.096046 -5.854130 -4.960212 -0.2 0.1 -0.3 0.122
H -0.717462 -5.230844 -3.442424 0.0 0.1 -0.1 0.104
C 5.271095 2.619358 2.953548 0.1 0.6 -0.3 -0.154
C 3.765272 2.575548 3.159631 0.1 0.1 1.0 -0.167
C 3.303406 4.018834 2.830568 0.2 -1.0 -0.5 -0.190
O 4.400645 4.670660 2.221971 0.7 0.1 0.1 -0.130
C 5.391548 3.702118 1.881788 -0.6 -0.3 -0.6 -0.197
H 5.715617 1.665974 2.674868 0.0 0.0 0.0 0.109
H 5.759069 3.027647 3.841829 0.0 -0.3 0.1 0.116
H 3.534414 2.283255 4.187625 -0.2 0.0 -0.1 0.111
H 3.277683 1.851238 2.505762 0.4 0.1 0.0 0.061
H 3.011119 4.635684 3.675039 -0.3 -0.2 0.1 0.123
H 2.482562 3.868413 2.117227 -0.1 0.7 0.0 0.092
H 6.384116 4.144524 1.824693 -0.1 0.3 0.1 0.120
H 5.131122 3.336853 0.873095 0.2 -0.3 0.2 0.115
C -4.620811 -2.593702 -1.410792 -0.2 -0.9 0.0 -0.168
C -4.567991 -1.294013 -0.661595 0.4 1.0 0.1 -0.183
C -6.054175 -0.991466 -0.549025 0.3 0.4 -0.3 -0.208
O -6.615686 -2.234880 -0.160094 -0.3 0.3 0.0 -0.125
C -5.815319 -3.272852 -0.720643 0.3 -0.5 0.1 -0.190
H -3.709423 -3.190452 -1.363099 0.0 0.0 0.0 0.089
H -4.887132 -2.463070 -2.461908 0.2 0.3 0.0 0.114
H -3.966928 -0.504866 -1.124450 -0.3 -0.1 -0.3 0.106
H -4.131718 -1.398128 0.337173 -0.2 -0.3 0.0 0.088
H -6.439234 -0.664381 -1.530492 0.0 -0.2 0.1 0.123
H -6.293770 -0.183697 0.145459 -0.1 -0.4 0.3 0.118
H -6.400278 -3.890006 -1.406161 -0.1 0.2 -0.1 0.117
H -5.492983 -3.936624 0.088675 0.0 0.1 0.1 0.115
C -2.832899 2.185953 0.343283 -0.1 -0.4 0.1 -0.165
C -3.585192 3.196155 1.219243 -0.5 -0.4 -0.2 -0.157
C -4.157199 4.121210 0.166097 -0.3 0.3 0.1 -0.227
O -3.161530 4.261649 -0.821743 0.8 -0.2 0.2 -0.139
C -2.636117 2.934179 -0.990329 -0.4 0.0 0.0 -0.171
H -3.374859 1.261255 0.125356 -0.3 0.2 0.3 0.079
H -1.944722 1.850507 0.878902 0.3 0.2 -0.4 0.073
H -2.883814 3.675038 1.899406 -0.1 0.2 0.0 0.109
H -4.411977 2.756515 1.779311 0.2 -0.1 0.2 0.108
H -4.449312 5.104906 0.531907 0.1 0.0 -0.1 0.125
H -5.045209 3.636118 -0.272353 0.0 0.1 0.0 0.125
H -1.599195 2.934197 -1.321870 0.0 0.4 -0.1 0.109
H -3.277336 2.482027 -1.755384 0.3 -0.3 -0.1 0.117
C -0.878568 -4.825446 1.423968 -0.2 0.7 0.2 -0.175
C -1.374016 -6.114056 0.830454 0.3 -0.3 0.0 -0.171
C -1.230049 -5.812210 -0.664106 0.4 -0.6 1.1 -0.209
O -1.411467 -4.405548 -0.797764 0.1 0.5 -0.8 -0.153
C -1.495767 -3.791589 0.490341 -0.8 -1.1 0.7 -0.202
H 0.199052 -4.707004 1.287152 0.1 -0.3 0.3 0.113
H -1.130693 -4.642169 2.467211 0.0 -0.1 0.0 0.115
H -2.420791 -6.316438 1.066223 0.0 0.2 0.1 0.116
H -0.801535 -6.987592 1.144611 0.0 0.0 -0.1 0.115
H -1.958518 -6.462955 -1.151140 0.0 0.7 -0.8 0.121
H -0.210635 -6.050169 -0.981725 -0.1 -0.1 -0.3 0.118
H -2.570509 -3.657725 0.670882 0.1 0.2 0.4 0.099
H -0.987020 -2.846271 0.662229 0.2 0.2 -0.9 0.112
C -0.117785 5.432594 0.758177 -0.9 -0.4 -0.2 -0.085
C 0.932145 6.285935 1.419508 0.4 0.5 -0.2 -0.316
O 2.145523 6.335872 0.680413 0.4 -0.5 0.3 -0.080
H -1.118883 5.811078 0.983651 0.0 0.0 -0.1 0.074
H -0.119487 4.389542 1.095212 0.3 0.1 0.2 0.056
H -0.015706 5.361750 -0.327295 0.0 0.4 0.0 0.081
H 1.140810 5.859442 2.399768 0.4 0.2 0.0 0.097
H 0.631088 7.328904 1.574548 -0.5 -0.2 0.1 0.112
H 1.976350 6.729245 -0.180211 -0.1 0.0 0.0 0.084
C 1.062963 3.115052 -5.546867 -0.4 0.5 -0.2 -0.093
C 0.787391 2.725869 -4.119427 0.6 -0.8 0.6 -0.322
O 1.904545 3.095702 -3.297955 -0.1 0.1 -0.3 -0.098
H 1.996404 2.690820 -5.910358 0.1 0.0 0.1 0.072
H 1.102035 4.203952 -5.640244 0.2 -0.1 0.0 0.076
H 0.258230 2.779620 -6.205898 0.0 -0.1 0.1 0.073
H 0.678971 1.629641 -4.064868 -0.1 0.2 0.0 0.109
H -0.132400 3.157894 -3.709393 0.0 0.1 -0.2 0.103
H 1.969704 2.439612 -2.589913 -0.2 0.0 -0.1 0.026
```
Positions in Å, forces in eV/Å.

## Properties
**Spin multiplicity**: 1
**Charge**: 0
**Structure (SMILES)**: C1CCOC1.C1CCOC1.C1CCOC1.C1CCOC1.C1CCOC1.C1CCOC1.C1CCOC1.C1CCOC1.C1CCOC1.CCO.CCO
**Energy above the lowest of the compared OMol25 structures with the same formula, charge and spin**: 0.0 kcal per mole
**Orbital gap**: 9.8 eV

***

| no. | F_max (eV Å⁻¹) |
| --- | --- |
| 1 | 3.54 |
| 2 | 3.22 |
| 3 | 1.51 |